{
  "formula": "C5H4O2",
  "method": "the ωB97M-V functional and the def2-TZVPD basis",
  "fmax_ev_per_a": 1.093,
  "relative_energy_kcal_mol": 36.3,
  "homo_energy_ev": -8.86,
  "orbital_gap_ev": 9.460,
  "smiles": "O=C=C/C=C\\C=O",
  "lumo_ev": 0.6043,
  "symbols": ["O", "C", "C", "C", "C", "C", "O", "H", "H", "H", "H"],
  "positions_angstrom": [[-1.49984, -0.23212, 2.34585], [-0.91106, -0.69395, 1.45685], [-0.25566, -1.30141, 0.47877], [0.81451, -0.69945, -0.32530], [0.84820, 0.55640, -0.77963], [-0.29522, 1.49054, -0.57864], [-0.57997, 2.00644, 0.47797], [-0.52974, -2.34148, 0.33337], [1.63621, -1.36835, -0.57608], [1.69806, 0.91454, -1.35892], [-0.92548, 1.66883, -1.47424]]
}


{
  "formula": "C5H4O2S",
  "method": "the ωB97M-V functional and the def2-TZVPD basis",
  "fmax_ev_per_a": 0.860,
  "relative_energy_kcal_mol": 70.1,
  "homo_energy_ev": -9.42,
  "orbital_gap_ev": 8.331,
  "smiles": "C#CCOC(=S)C=O",
  "lumo_ev": -1.0928,
  "symbols": ["C", "C", "C", "O", "C", "S", "C", "O", "H", "H", "H", "H"],
  "positions_angstrom": [[-3.07844, -1.02570, 0.02000], [-2.01734, -0.46593, -0.03203], [-0.74825, 0.24413, -0.09260], [0.29682, -0.75110, -0.21253], [1.57404, -0.48630, -0.04172], [2.72194, -1.64131, -0.06826], [2.05109, 0.95498, 0.13472], [1.41265, 1.93158, -0.18134], [-4.03465, -1.50550, 0.08791], [-0.56675, 0.83908, 0.83003], [-0.68630, 0.92215, -0.95557], [3.07520, 0.98391, 0.51139]]
}


{
  "formula": "C5H4O4Yb",
  "method": "the ωB97M-V functional and the def2-TZVPD basis",
  "fmax_ev_per_a": 3.674,
  "homo_energy_ev": -16.55,
  "orbital_gap_ev": 8.423,
  "charge": 2,
  "lumo_ev": -8.1288,
  "symbols": ["C", "C", "H", "H", "O", "C", "O", "O", "Yb", "C", "C", "O", "H", "H"],
  "positions_angstrom": [[-2.35324, 0.43323, 2.57658], [-3.21293, -0.45190, 2.48643], [-3.95522, -1.24037, 2.46611], [-2.41532, -0.28730, 1.45902], [0.82808, 1.36876, -1.63789], [0.54352, 0.61095, -0.72039], [0.75344, 0.72380, 0.51580], [0.00617, -0.60830, -1.12007], [-0.43547, 2.00391, 2.21519], [1.87969, -1.38392, -2.30489], [0.59434, -1.24497, -2.15896], [3.02367, -1.78497, -2.44877], [-0.01469, -1.74766, -2.92442], [3.61224, -1.20977, -2.99142]]
}


{
  "formula": "C5H4O4Zn",
  "method": "the ωB97M-V functional and the def2-TZVPD basis",
  "fmax_ev_per_a": 5.868,
  "relative_energy_kcal_mol": 28.8,
  "homo_energy_ev": [-14.89, -14.91],
  "orbital_gap_ev": [2.251, 2.270],
  "charge": 2,
  "lumo_ev": [-12.6437, -12.6416],
  "symbols": ["C", "C", "H", "H", "O", "C", "O", "O", "Zn", "C", "C", "O", "H", "H"],
  "positions_angstrom": [[1.70423, -2.37137, 0.02347], [2.26146, -3.18815, 0.71933], [2.76973, -3.99372, 1.22109], [1.43404, -1.74891, -0.87788], [-0.04529, 0.35513, -0.05921], [0.41195, 0.55279, -1.37114], [-0.01007, 1.60949, -1.92450], [0.90839, -0.42676, -1.88320], [-0.83483, 1.95750, -3.35253], [-1.72735, 1.11944, 1.47375], [-0.96652, 1.29623, 0.43787], [-2.59628, 1.01973, 2.32644], [-0.88691, 2.33583, 0.08942], [-2.42256, 1.48275, 3.17709]]
}


{
  "formula": "C5H4OS",
  "method": "the ωB97M-V functional and the def2-TZVPD basis",
  "fmax_ev_per_a": 10.687,
  "relative_energy_kcal_mol": 119.2,
  "homo_energy_ev": -9.09,
  "orbital_gap_ev": 8.260,
  "smiles": "C#C[C@H]1O[C@@H]1C=S",
  "lumo_ev": -0.8306,
  "symbols": ["C", "C", "C", "O", "C", "C", "S", "H", "H", "H", "H"],
  "positions_angstrom": [[-2.36933, 0.45962, 1.55505], [-1.58984, 0.12098, 0.61489], [-0.64091, -0.41734, -0.25646], [-0.08504, 0.11373, -1.57611], [0.60995, 0.37754, -0.37247], [1.95071, -0.32546, -0.62571], [3.34919, -0.13612, 0.30970], [-3.10582, 0.73118, 2.13674], [-0.72977, -1.53143, -0.28398], [0.80537, 1.42198, 0.13521], [1.80548, -0.81468, -1.63686]]
}


{
  "formula": "C5H4S",
  "method": "the ωB97M-V functional and the def2-TZVPD basis",
  "fmax_ev_per_a": 7.888,
  "relative_energy_kcal_mol": 127.3,
  "homo_energy_ev": -9.47,
  "orbital_gap_ev": 10.037,
  "lumo_ev": 0.5681,
  "symbols": ["C", "C", "C", "C", "C", "S", "H", "H", "H", "H"],
  "positions_angstrom": [[0.66426, -0.72700, -0.73105], [0.77712, -0.20622, -1.87769], [0.23251, -1.03306, 0.65029], [-0.06676, 0.81982, -0.67596], [-0.39537, 0.37540, 0.64436], [-1.74471, 0.65050, -0.45983], [-0.58930, -1.82194, 0.52435], [1.14031, -1.12114, 1.27183], [0.37426, 2.16287, -0.93937], [-0.39231, 0.90077, 1.59308]]
}